{"formula": "C5H8N2", "method": "ωB97M-V/def2-TZVPD", "smiles": "Cc1ccn(C)n1", "lumo_energy_ev": 1.04, "homo_ha": -0.327, "species": ["C", "N", "C", "C", "C", "C", "N", "H", "H", "H", "H", "H", "H", "H", "H"], "coordinates": [[-0.5342, 2.1976, 0.9682], [-0.4196, 0.8618, 0.4211], [-1.2550, -0.1592, 0.6871], [-0.7922, -1.2628, -0.0067], [0.4613, -0.8376, -0.4992], [1.4802, -1.5371, -1.3426], [0.6873, 0.4434, -0.2051], [-1.5811, 2.5272, 1.0029], [0.0237, 2.9059, 0.3528], [-0.1244, 2.1731, 1.9757], [-1.8352, -0.0788, 1.5933], [-1.3526, -2.1657, -0.2312], [1.4316, -1.0952, -2.3404], [1.3242, -2.6164, -1.4267], [2.4860, -1.3562, -0.9491]], "forces_ev_per_a": [[0.2, 0.0, 0.2], [0.3, -0.3, 0.7], [0.0, 0.0, 0.1], [0.1, 0.1, 0.1], [0.0, 0.2, -0.3], [0.0, 0.0, -0.1], [-0.3, 0.1, -0.7], [0.3, -0.3, -0.1], [0.0, -0.3, 0.1], [0.0, 0.4, 0.1], [-1.0, 0.0, -0.6], [0.5, 0.0, 0.5], [0.2, -0.2, -0.1], [-0.1, 0.2, 0.1], [-0.2, 0.0, -0.1]]}



{"formula": "C4H13N3", "method": "ωB97M-V/def2-TZVPD", "smiles": "NCCNCCN", "lumo_energy_ev": 1.08, "homo_ha": -0.300, "species": ["N", "C", "C", "N", "C", "C", "N", "H", "H", "H", "H", "H", "H", "H", "H", "H", "H", "H", "H", "H"], "coordinates": [[2.1518, 1.6533, -0.5127], [1.0455, 1.6466, -1.4389], [0.1546, 0.3549, -1.4744], [-0.1367, -0.0273, -0.0864], [-0.7533, -1.3128, 0.0731], [-1.7168, -1.1993, 1.3444], [-0.9780, -1.2261, 2.6125], [2.9778, 1.0233, -0.6814], [2.4496, 2.5396, -0.2658], [1.3167, 2.1115, -2.4915], [0.3659, 2.5868, -1.1619], [-0.8154, 0.6045, -2.0612], [0.6817, -0.5290, -1.9367], [0.7023, 0.1544, 0.5669], [-1.4474, -1.4669, -0.8096], [-0.2622, -2.3406, 0.1442], [-2.3260, -0.2789, 1.2665], [-2.3870, -2.0773, 1.3319], [-0.6546, -0.3157, 2.8963], [-0.3683, -1.9010, 2.6848]], "forces_ev_per_a": [[0.5, -3.2, -0.1], [-1.4, 3.1, -1.8], [0.6, 0.3, 0.1], [2.0, 0.4, 0.8], [-3.2, -0.6, 0.5], [0.9, -1.0, -0.6], [-4.8, 4.7, -0.7], [-1.5, 1.0, -0.2], [0.6, 1.8, 0.4], [-0.2, -1.8, 1.3], [1.0, -2.2, 0.2], [1.6, -0.6, 1.0], [-0.3, 1.0, -0.3], [-1.7, -0.4, -1.7], [0.6, 0.3, 0.8], [0.6, 1.5, 0.0], [0.4, -0.5, 0.1], [0.1, 0.3, 0.0], [0.3, -0.2, 0.0], [4.1, -4.2, 0.4]]}



{"formula": "C2H4N2O", "method": "ωB97M-V/def2-TZVPD", "smiles": "C=NNC=O", "lumo_energy_ev": 0.13, "homo_ha": -0.362, "species": ["C", "C", "H", "H", "H", "H", "N", "N", "O"], "coordinates": [[1.2789, -0.8882, -0.0764], [-1.2687, 0.2342, -0.0633], [2.4451, -0.9944, -0.0401], [0.4580, -1.6285, -0.3374], [-0.3573, 2.0362, 0.2767], [-1.9904, 0.9102, -0.2597], [1.1032, 0.4410, 0.3127], [-0.1813, 0.9304, -0.0536], [-1.4874, -1.0409, 0.2410]], "forces_ev_per_a": [[1.6, 4.8, 1.9], [-1.5, -7.7, 2.4], [-2.5, -0.8, 0.1], [1.3, 1.2, 0.1], [0.9, -4.1, -1.5], [-3.6, 1.6, -0.8], [-0.6, -4.7, -3.0], [3.1, 4.1, 2.6], [1.2, 5.6, -1.9]]}



{"formula": "C7H25BeN12O9", "method": "ωB97M-V/def2-TZVPD", "lumo_energy_ev": -8.71, "charge": 1, "homo_ha": -0.414, "species": ["Be", "O", "C", "O", "O", "H", "C", "O", "N", "N", "H", "H", "H", "H", "C", "O", "N", "N", "H", "H", "H", "H", "C", "O", "N", "N", "H", "H", "H", "H", "C", "O", "N", "N", "H", "H", "H", "H", "C", "O", "N", "N", "H", "H", "H", "H", "C", "O", "N", "N", "H", "H", "H", "H"], "coordinates": [[-0.9888, 0.6253, 0.3253], [-1.6889, 4.4782, -4.6702], [-2.1939, 4.4071, -3.4035], [-2.4686, 5.4851, -2.8828], [-2.4124, 3.3485, -2.7825], [-1.7311, 5.4370, -4.6479], [0.0634, -4.8510, 1.3974], [0.0750, -3.7075, 1.1162], [-0.6361, -5.3571, 2.3545], [0.8625, -5.7667, 0.9574], [-1.1271, -4.7856, 3.0271], [-0.1231, -6.0773, 2.8427], [0.5694, -6.7318, 1.0104], [1.6128, -5.4050, 0.3862], [1.3765, 5.2459, 2.0706], [1.2025, 4.2287, 1.4676], [1.0014, 6.4943, 1.7483], [1.9168, 5.2553, 3.2174], [1.2102, 7.3192, 2.2924], [0.4952, 6.6451, 0.8875], [2.3194, 4.3837, 3.5310], [2.4516, 6.0590, 3.5144], [3.2839, 0.9866, -3.0857], [2.6280, 0.3922, -2.1961], [3.9846, 0.3197, -4.0277], [3.4483, 2.2189, -2.9636], [4.5934, 0.8639, -4.6220], [3.9578, -0.6879, -4.0918], [3.0404, 2.7801, -2.2297], [4.2151, 2.6151, -3.4882], [2.6029, 0.1243, 4.8319], [1.6345, 0.0793, 4.0564], [3.7780, 0.3906, 4.4138], [2.6744, -0.2171, 6.0476], [3.8131, 0.8201, 3.5003], [4.6059, 0.5336, 4.9744], [3.5349, -0.5487, 6.4595], [1.8536, -0.5216, 6.5513], [-0.8441, -1.8742, -4.4201], [-1.2863, -1.7139, -3.2564], [-0.9013, -0.8324, -5.2552], [-0.4292, -2.9765, -5.0752], [-0.5158, -1.0261, -6.1685], [-1.1642, 0.0856, -4.9261], [-0.3750, -3.8515, -4.5737], [-0.0627, -2.9917, -6.0162], [-5.7814, -2.4921, 1.2835], [-4.7691, -1.8688, 0.9979], [-6.8148, -2.5394, 0.5420], [-5.9231, -3.1254, 2.4171], [-6.9068, -2.1870, -0.4000], [-7.6047, -2.8948, 1.0616], [-5.2285, -3.1691, 3.1491], [-6.8289, -3.4225, 2.7507]], "forces_ev_per_a": [[0.1, -0.1, -0.4], [-0.6, -0.9, 1.9], [0.5, -0.6, -1.5], [-0.4, 0.6, 1.2], [0.2, -0.3, 0.1], [0.5, 1.0, -1.4], [0.3, 1.1, 0.7], [0.0, 4.2, -1.8], [-3.6, -2.4, 5.1], [3.4, -2.4, -2.8], [0.0, 0.4, -0.6], [-0.5, -0.1, 0.1], [0.6, 0.2, -0.4], [-0.2, -0.8, -0.3], [-1.4, 1.3, -2.1], [-1.0, -1.9, -2.2], [-1.2, 1.7, -2.3], [3.9, -0.6, 6.3], [-0.1, -0.5, 0.0], [0.2, -0.1, 0.2], [-0.1, 0.1, -0.1], [-0.3, -0.1, 0.1], [-1.5, -6.8, 3.1], [-0.4, -0.4, -1.2], [0.3, 0.2, -1.0], [1.8, 7.1, -0.9], [-0.1, -0.6, -0.1], [-0.1, 0.4, 0.2], [0.0, -0.6, -0.1], [-0.3, 0.6, 0.2], [-3.3, -0.7, -3.9], [-0.2, 0.5, 0.9], [5.6, 2.4, -4.0], [-1.7, -2.3, 7.3], [0.2, -0.3, 0.0], [-0.5, 0.0, 0.1], [-0.2, 0.3, -0.2], [0.0, 0.0, -0.3], [-1.9, 1.6, 1.8], [1.3, -1.5, -1.3], [0.5, 0.9, -1.3], [0.5, -2.1, 0.9], [-0.3, 1.1, 0.0], [0.2, -0.3, -0.2], [0.0, 0.3, 0.0], [-0.2, 0.3, 0.4], [4.4, 2.4, 0.1], [1.2, 0.2, -0.3], [-5.0, -0.7, -2.4], [-0.6, -2.3, 4.3], [0.2, 0.1, 0.5], [-0.5, 0.1, -1.2], [0.2, 0.5, -0.6], [0.2, -0.1, -0.2]]}



{"formula": "C5H12O", "method": "ωB97M-V/def2-TZVPD", "smiles": "CC=C(C)C.O", "lumo_energy_ev": 0.76, "homo_ha": -0.317, "species": ["C", "C", "C", "C", "C", "H", "H", "H", "H", "H", "H", "H", "H", "H", "H", "O", "H", "H"], "coordinates": [[0.5638, -1.8877, -0.6320], [0.5762, -0.5219, -0.4903], [-0.5689, -2.7659, -0.9823], [1.8631, 0.1463, 0.0461], [-0.5020, 0.5064, -0.7583], [1.5012, -2.4231, -0.4317], [-0.4289, -3.0348, -2.0428], [-1.5749, -2.3305, -0.8596], [-0.5068, -3.6847, -0.3752], [2.5562, -0.5696, 0.5191], [1.5715, 0.9011, 0.7956], [2.3910, 0.6547, -0.7782], [-0.8052, 1.0522, 0.1510], [-1.3675, -0.0685, -1.1285], [-0.2115, 1.2403, -1.5288], [-1.3264, 4.1233, 2.9443], [-1.7748, 4.9463, 3.2444], [-1.9560, 3.7160, 2.3072]], "forces_ev_per_a": [[0.2, 2.7, 0.8], [1.6, -1.0, 0.6], [-0.4, -0.5, -0.6], [-0.4, -0.3, -0.3], [-0.7, -1.3, -0.3], [-0.3, 0.4, 0.0], [-0.4, -0.3, 0.3], [0.5, 0.0, 0.0], [-0.2, 0.3, -0.3], [-0.3, 0.3, -0.3], [0.3, -0.2, -0.3], [-0.1, 0.0, 0.3], [0.2, -0.2, -0.3], [0.0, 0.6, 0.0], [0.1, -0.3, 0.3], [-1.1, 0.4, -0.4], [0.5, -0.9, -0.3], [0.6, 0.5, 0.7]]}



{"formula": "C5H15NOS", "method": "ωB97M-V/def2-TZVPD", "smiles": "CCCNCCS.O", "lumo_energy_ev": 0.73, "homo_ha": -0.310, "species": ["C", "N", "C", "C", "S", "C", "C", "H", "H", "H", "H", "H", "H", "H", "H", "H", "H", "H", "H", "H", "H", "H", "O"], "coordinates": [[-1.7952, -0.0355, -0.1007], [-1.6039, -0.3218, -1.5210], [-0.4574, 0.2592, -2.1234], [0.9012, -0.3394, -1.6744], [2.2126, -0.5056, -2.9273], [-1.8321, -1.2987, 0.7824], [-1.1339, -1.0593, 2.1460], [-1.0167, 0.6660, 0.2116], [-2.7389, 0.5089, 0.0316], [-1.7482, -1.2960, -1.7237], [-0.4106, 1.3369, -1.9435], [-0.5337, 0.1346, -3.2046], [1.2854, 0.1668, -0.7945], [0.6904, -1.3349, -1.2797], [2.9550, 0.4804, -2.4135], [-1.3081, -2.1152, 0.2903], [-2.8734, -1.5138, 1.0047], [-0.0639, -0.9591, 2.0507], [-1.5247, -0.1315, 2.5353], [-1.4262, -1.8264, 2.8593], [0.0230, 3.3927, 5.8689], [1.5334, 3.4602, 6.1005], [0.7368, 3.0330, 6.4246]], "forces_ev_per_a": [[-0.2, -0.2, -0.2], [-0.8, 0.4, 0.6], [1.1, 0.0, -0.9], [-0.5, -0.7, 0.6], [-0.2, 0.4, 0.4], [0.8, 0.9, 0.8], [-1.1, 0.0, -0.6], [0.1, -0.2, 0.2], [0.0, 0.0, 0.1], [0.2, -0.1, -0.2], [-0.3, 0.0, 0.0], [0.0, 0.0, -0.1], [0.2, 0.3, -0.1], [0.0, -0.2, -0.3], [0.2, 0.0, -0.2], [-0.4, -0.2, -0.2], [0.0, -0.5, -0.3], [0.4, -0.2, 0.0], [0.0, 0.4, 0.3], [0.4, -0.2, 0.0], [0.4, -0.2, 0.3], [0.1, 0.0, 0.0], [-0.5, 0.2, -0.3]]}